The following is a quantum chemistry calculation of a molecular structure, C30H47Br45ClNO4, from the OMol25 dataset.

Computed properties:
E_LUMO = -0.63 eV
energy relative to the best compared isomer or geometry (same formula, charge and spin) = 187.0 kcal per mole

Each line ends with the Mulliken charge.
Atoms and positions in Å:
C 4.2784 -2.6985 1.5048  0.3279
C 3.2359 -1.8935 0.4742  0.0197
O 1.8661 -2.2563 0.8695  -0.2885
C 0.8718 -1.8673 -0.1530  -0.3100
C 1.2277 -0.4909 -0.9689  -0.2723
N 0.0562 0.1684 -1.6619  0.7748
O -0.5537 -0.6363 -2.5481  -0.3137
C -1.9072 -1.0398 -2.0735  -0.4119
C -3.0073 0.1752 -2.0735  1.3467
C -3.3051 0.8056 -3.5902  -0.6644
C -4.4749 -0.2116 -1.4540  0.2314
C -5.2664 1.1107 -0.8202  -1.0019
C -4.4701 -1.4267 -0.3542  -0.7224
C 0.5319 1.4689 -2.2672  -0.5610
C 0.6300 1.4873 -3.9029  0.3228
C 2.0141 0.7513 -4.4867  -0.5608
O 1.7409 -0.4795 -5.2449  -0.5182
C -0.3491 2.7065 -1.6196  -0.9674
O -1.2879 3.3417 -2.5573  -0.0192
C -1.8732 4.4711 -1.7889  -0.2565
Cl -3.6086 4.8637 -2.3224  -0.2027
H 3.8381 -2.7864 2.6005  0.1434
H 4.5985 -3.7496 1.1027  0.2862
H 5.2833 -2.0658 1.6256  -0.7514
H 3.4836 -0.7395 0.6534  0.0554
H 3.5079 -2.1681 -0.6416  0.2664
H 0.7381 -2.7684 -0.9177  0.1368
H -0.1347 -1.6439 0.4489  0.0124
H 2.0834 -0.6266 -1.7825  0.1611
H 1.6098 0.2890 -0.1499  0.0465
H -2.3309 -1.9415 -2.7310  0.1619
H -1.7568 -1.4757 -0.9978  -0.0130
H -2.5648 1.0297 -1.3811  -0.5583
H -4.2457 1.5246 -3.4365  0.2409
H -3.6635 -0.0317 -4.3249  0.3475
H -2.4358 1.4793 -3.9891  -0.1407
H -5.1591 -0.5630 -2.3665  0.1600
H -4.7024 1.6026 0.0796  0.2234
H -6.3427 0.7348 -0.4762  0.2554
H -5.4835 1.9436 -1.6400  0.2192
H -4.6542 -2.4420 -0.9532  0.1976
H -3.5278 -1.4645 0.3386  0.1239
H -5.4204 -1.3283 0.3614  0.1713
H 1.6453 1.6309 -1.8677  0.4165
H -0.3380 1.1225 -4.4629  0.1360
H 0.7592 2.6334 -4.2120  0.0386
H 2.8311 0.6057 -3.6317  0.1564
H 2.5216 1.5098 -5.2562  0.3530
H 2.1178 -0.3151 -6.1786  0.3347
H -0.8830 2.2518 -0.6535  0.2139
H 0.4113 3.5214 -1.2633  0.2915
H -1.9387 4.1601 -0.6459  0.2443
H -1.1140 5.3587 -1.8801  0.3079
C 3.0695 0.8527 3.5885  -0.0341
Br 4.6422 1.6610 2.7777  0.0037
Br 2.9575 1.2381 5.4920  0.0104
Br 1.4375 1.3472 2.6526  -0.0236
H 3.1796 -0.2320 3.4878  0.0790
C 6.4330 -4.7317 4.4123  -0.4570
Br 6.9911 -5.4290 2.6841  0.0134
Br 6.6081 -2.7964 4.5028  -0.0117
Br 4.6399 -5.3192 4.8850  0.0288
H 7.1142 -5.1497 5.1608  0.4275
C 3.2754 -9.5870 4.4811  -0.3071
Br 4.2375 -10.6590 5.7885  -0.0146
Br 2.2850 -8.1384 5.3206  -0.0383
Br 4.4490 -8.9396 3.0713  0.0145
H 2.5394 -10.2450 4.0074  0.3314
C -7.2161 -4.2237 2.0381  0.2331
Br -7.6959 -2.5062 2.8155  -0.0116
Br -7.5335 -4.2637 0.1193  0.0245
Br -5.3922 -4.7344 2.4809  -0.0253
H -7.8760 -4.9733 2.4871  -0.2147
C -10.2677 -2.0326 -2.5269  -0.3147
Br -9.2449 -3.0439 -3.8366  -0.0151
Br -11.0650 -3.1892 -1.1813  -0.0004
Br -9.2107 -0.6103 -1.7247  -0.0031
H -11.0919 -1.5535 -3.0657  0.3425
C -13.1737 -4.4980 -5.5356  -0.3144
Br -12.2116 -5.5700 -4.2281  0.0000
Br -14.1642 -3.0494 -4.6960  -0.0229
Br -12.0001 -3.8506 -6.9453  -0.0064
H -13.9097 -5.1560 -6.0093  0.3384
C -3.5520 8.8244 -3.6327  0.3191
Br -1.9793 9.6327 -4.4435  0.0133
Br -3.6640 9.2097 -1.7292  -0.0480
Br -5.1839 9.3189 -4.5686  -0.0018
H -3.4418 7.7396 -3.7333  -0.4160
C 5.7191 3.4464 7.9637  0.9182
Br 6.8761 3.8912 9.4629  -0.0473
Br 6.5512 2.1613 6.7637  -0.0067
Br 3.9637 2.8530 8.5554  -0.0597
H 5.5690 4.3677 7.3913  -0.7713
C 4.5191 7.4690 7.1444  -0.3994
Br 5.6761 7.9138 8.6436  -0.0103
Br 5.3512 6.1838 5.9443  -0.0425
Br 2.7637 6.8756 7.7360  0.0151
H 4.3690 8.3903 6.5720  0.3729
C 3.9875 5.6020 1.9838  -0.1324
Br 2.3585 4.7116 1.4026  0.0684
Br 5.2673 5.7904 0.5309  0.0575
Br 3.6134 7.3059 2.8444  -0.0435
H 4.4523 4.9582 2.7378  0.0547
C 9.7057 6.1038 -0.6954  -0.2997
Br 8.1638 5.8814 -1.8603  -0.0468
Br 9.1927 6.7334 1.0723  -0.0201
Br 10.7827 4.4865 -0.6034  -0.0025
H 10.3342 6.8815 -1.1418  0.3417
C -9.6376 -6.2744 5.4903  -0.3281
Br -10.1173 -4.5569 6.2677  0.0049
Br -9.9550 -6.3145 3.5715  -0.0348
Br -7.8136 -6.7852 5.9331  -0.0004
H -10.2975 -7.0241 5.9393  0.3376
C -2.7376 4.6451 -6.4592  -0.3033
Br -3.2173 6.3626 -5.6819  0.1708
Br -3.0550 4.6050 -8.3780  -0.0417
Br -0.9136 4.1343 -6.0164  0.0516
H -3.3975 3.8954 -6.0103  0.2510
C 8.5164 -1.6173 0.8751  -0.4008
Br 7.0458 -0.6599 1.7146  -0.0926
Br 7.9393 -3.3167 0.1248  0.0881
Br 9.4367 -0.5200 -0.4413  -0.0548
H 9.2409 -1.8455 1.6638  0.3685
C 8.2057 -7.0566 -2.0037  -0.3980
Br 6.6638 -7.2790 -3.1686  -0.0143
Br 7.6927 -6.4271 -0.2360  0.0377
Br 9.2827 -8.6739 -1.9117  -0.0250
H 8.8342 -6.2789 -2.4501  0.3474